# 1
One molecule with the formula C19H25N3O3. Source: the Open Molecules 2025 dataset; level of theory: ωB97M-V with the def2-TZVPD basis set.

XYZ file:
```
50
Properties=species:S:1:pos:R:3:forces:R:3:lowdin_charge:R:1
H -1.9931 -2.9356 4.4707 0.2 0.8 -1.3 0.0417
N -2.3400 -2.2881 3.7264 -1.2 0.9 0.2 0.0803
C -1.5812 -1.9967 2.7209 -1.6 -2.5 3.2 -0.5529
N -0.3919 -2.6037 2.6533 2.1 0.5 -2.4 0.1328
C -2.0237 -1.1266 1.6102 0.5 0.3 -1.0 -0.1404
C -1.8276 0.3448 1.9539 0.3 0.1 -0.8 -0.1910
C -0.3963 0.8050 2.3179 -1.5 0.3 0.5 -0.1778
C -0.0896 2.1915 1.7489 1.7 0.2 0.7 -0.1335
C 0.6651 2.2116 0.3955 -0.6 -1.9 0.0 -0.1263
C 2.0097 1.4581 0.4287 0.4 -1.1 0.5 -0.3970
O 2.7531 1.3883 1.3701 0.6 0.2 0.7 0.1050
N 2.2011 0.6964 -0.7243 0.8 -1.3 -0.1 0.0142
C 3.0717 -0.5066 -0.7920 0.5 0.7 0.4 -0.0056
C 2.5399 -1.8258 -0.1828 -1.8 0.1 0.7 -0.3845
O 1.3961 -1.8947 0.2696 2.1 -0.5 -0.6 0.0660
O 3.4330 -2.8655 -0.2518 -0.6 2.2 -0.4 -0.0433
C 3.0355 -4.1173 0.2837 0.3 -0.2 0.2 -0.0441
C 1.1770 1.0843 -1.6747 -0.1 -1.2 0.7 -0.2438
C 0.5019 0.1867 -2.7286 1.0 -0.2 -0.4 -0.0400
C -0.7641 1.0415 -2.8760 -0.2 -0.2 1.5 -0.1670
C -1.6982 1.1473 -3.8679 0.2 -0.3 -1.5 -0.0559
C -2.8009 1.9816 -3.7367 -0.3 0.5 1.2 -0.0672
C -3.0159 2.6814 -2.5027 0.7 -0.9 -1.6 -0.0628
C -2.0814 2.5773 -1.4772 -0.1 -0.4 -0.2 -0.0194
C -0.9896 1.7336 -1.6672 -1.0 0.3 -0.1 -0.1405
C 0.0456 1.3218 -0.6963 -0.4 1.8 -0.3 -0.1952
H 0.1717 -2.3981 1.8284 0.2 -0.4 0.6 0.0536
H -0.0046 -3.1133 3.4221 -0.1 0.0 0.1 0.0990
H -3.0840 -1.2878 1.3162 0.8 -0.2 0.4 0.1325
H -1.3573 -1.3422 0.7387 -0.6 0.0 0.4 0.1111
H -2.1330 0.8689 1.0513 -0.1 0.3 -0.1 0.0898
H -2.5267 0.6264 2.7201 -0.3 0.2 0.5 0.1099
H 0.3408 0.0890 2.0548 0.8 -0.7 -0.6 0.0824
H -0.3486 0.8180 3.4076 0.1 0.2 0.0 0.1189
H 0.5841 2.6849 2.4897 -0.5 0.0 -0.6 0.1246
H -1.0038 2.7800 1.6725 0.0 0.1 0.0 0.1082
H 0.8294 3.2284 0.1174 0.0 0.8 -0.6 0.1481
H 3.2582 -0.7733 -1.8382 0.2 0.4 0.1 0.1353
H 4.0322 -0.2737 -0.2763 -0.6 -0.2 -0.5 0.1444
H 2.2968 -4.5724 -0.3437 -0.6 -0.2 -0.4 0.0874
H 3.9251 -4.7690 0.2673 -0.4 0.5 0.3 0.1059
H 2.6165 -3.9397 1.2658 0.1 -0.4 0.3 0.0897
H 1.4712 2.0262 -2.1622 -0.1 -0.2 0.0 0.1717
H 0.3191 -0.8583 -2.3350 0.0 1.1 -0.3 0.1399
H 1.1415 0.1068 -3.6419 -0.8 0.0 0.5 0.1255
H -1.5311 0.5968 -4.8071 -0.2 0.3 0.4 0.1191
H -3.4607 2.0442 -4.6064 -0.1 0.2 0.6 0.1009
H -3.8830 3.2851 -2.3552 -0.5 0.4 -0.1 0.0883
H -2.2403 3.1092 -0.5305 0.1 -0.3 -0.4 0.1151
H -0.2497 0.3732 -0.2270 0.3 0.0 -0.2 0.1465
```
Forces are in eV/Å.

Its SMILES is [H]/N=C(\N)CCCC[C@H]1C(=O)N(CC(=O)OC)[C@H]2Cc3ccccc3[C@H]12. The gap between HOMO and LUMO comes out at 8.899 eV. The spin multiplicity is 1. The calculation puts the energy above the lowest of the compared OMol25 structures with the same formula, charge and spin at 74.7 kcal/mol. The LUMO energy is 0.51 eV.

***

# 2
One molecule with the formula C19H25N3O5S3. Source: the Open Molecules 2025 dataset; level of theory: ωB97M-V with the def2-TZVPD basis set.

XYZ file:
```
55
Properties=species:S:1:pos:R:3:forces:R:3:lowdin_charge:R:1
C -8.0148 -2.4436 0.8467 0.4 0.1 -0.1 -0.0604
C -6.7286 -2.8433 0.1498 -0.3 -0.5 -0.1 -0.2191
O -5.8057 -1.7604 0.2586 -0.1 0.2 0.2 -0.0643
C -4.6386 -1.9013 -0.3788 0.2 -0.5 -0.3 -0.5075
O -4.3411 -2.8805 -1.0231 -0.1 0.1 0.1 0.1114
C -3.8023 -0.7176 -0.1820 0.4 0.6 0.1 -0.3496
S -4.4507 0.5658 0.8178 0.3 0.1 -0.1 1.1574
C -3.0163 1.4944 0.5670 0.3 -0.5 -0.4 -0.5118
N -2.8150 2.6906 1.0948 -0.4 0.4 0.4 0.1202
C -1.6692 3.2739 0.7974 -0.3 -0.2 0.1 -0.3793
C -1.3914 4.6226 1.3599 0.0 0.0 0.1 -0.0122
N -0.7269 2.7400 0.0213 0.2 0.0 -0.1 0.1055
C -0.9047 1.5423 -0.4881 0.0 0.2 0.1 -0.4811
S 0.3967 0.8963 -1.4720 0.3 -0.1 -0.3 1.0377
C 1.6915 2.1556 -1.2090 -0.4 -0.1 0.1 -0.3257
C 2.5507 1.7351 -0.0319 -0.1 0.2 -0.2 -0.5217
O 2.4100 2.2726 1.0510 -0.1 0.2 0.2 0.0610
N 3.4207 0.7090 -0.2140 0.2 -0.2 0.2 -0.0249
C 3.6844 0.1010 -1.5059 0.2 0.3 -0.4 -0.2129
C 4.6927 0.8995 -2.3362 -0.2 -0.2 0.1 -0.0484
C 4.0989 0.2691 1.0057 -0.3 0.6 0.5 -0.3015
C 3.1470 -0.6010 1.8569 -0.1 0.4 0.2 -0.1580
C 3.0173 -1.9475 1.1851 0.8 0.0 -0.1 -0.1867
S 4.7462 -2.2908 0.7030 0.1 -0.2 -0.1 0.6859
O 4.8140 -2.7776 -0.6508 -0.1 0.1 -0.3 -0.3308
O 5.4013 -3.0708 1.7127 0.0 0.1 0.5 -0.3125
C 5.3469 -0.5555 0.7880 -0.4 -0.6 -0.1 -0.1374
C -2.0878 0.8175 -0.2602 -0.3 0.6 0.5 -0.1852
C -2.5540 -0.4598 -0.6849 -0.6 -0.4 0.1 -0.2243
C -1.7767 -1.3748 -1.5616 -0.1 -0.2 -0.1 -0.0429
H -8.4338 -1.5573 0.3781 -0.1 0.1 0.0 0.0788
H -8.7330 -3.2555 0.7816 -0.1 -0.1 0.0 0.0783
H -7.8190 -2.2221 1.8922 -0.1 0.0 0.1 0.0785
H -6.2834 -3.7330 0.6100 0.0 0.1 -0.1 0.1311
H -6.8960 -3.0589 -0.9117 0.1 0.0 0.2 0.1294
H -0.3961 4.6324 1.7982 0.1 0.0 0.0 0.0830
H -1.4139 5.3630 0.5618 0.0 0.1 0.0 0.0839
H -2.1411 4.8692 2.1042 0.0 0.1 0.0 0.0769
H 1.1660 3.0724 -0.9383 0.2 -0.1 -0.1 0.0773
H 2.2294 2.2635 -2.1457 0.0 0.0 0.0 0.0699
H 2.7450 0.0144 -2.0576 0.1 -0.1 0.1 0.0829
H 4.0616 -0.9109 -1.3595 -0.2 0.1 -0.1 0.0836
H 4.3511 1.9171 -2.5101 0.0 0.1 0.0 0.0678
H 5.6572 0.9570 -1.8383 0.1 0.0 0.0 0.0691
H 4.8324 0.4105 -3.2961 0.1 0.0 -0.2 0.0826
H 4.3241 1.1832 1.5704 0.0 -0.3 -0.1 0.1538
H 2.1890 -0.0930 1.9671 0.0 0.0 0.0 0.1217
H 3.5848 -0.7273 2.8482 0.0 0.0 0.1 0.1303
H 2.4154 -1.9209 0.2820 0.0 0.0 -0.1 0.1007
H 2.6836 -2.7370 1.8483 0.1 -0.2 0.0 0.1076
H 6.0007 -0.5057 1.6532 0.0 0.0 0.1 0.1136
H 5.9024 -0.3266 -0.1125 0.1 -0.1 -0.1 0.0947
H -2.3520 -2.2708 -1.7708 0.1 0.0 -0.1 0.0729
H -0.8414 -1.6508 -1.0762 0.1 -0.1 0.0 0.0753
H -1.5273 -0.8736 -2.4960 0.0 0.0 -0.1 0.0755
```
Forces are in eV/Å.

Its SMILES is CCOC(=O)c1sc2nc(C)nc(SCC(=O)N(CC)[C@H]3CCS(=O)(=O)C3)c2c1C. The gap between HOMO and LUMO comes out at 8.442 eV. The spin multiplicity is 1. The calculation puts the energy above the lowest of the compared OMol25 structures with the same formula, charge and spin at 2.1 kcal/mol. The LUMO energy is -0.14 eV.

***

# 3
C19H25N4O9PbS2 as an isolated structure. Source: the Open Molecules 2025 dataset; level of theory: ωB97M-V with the def2-TZVPD basis set.

XYZ file:
```
60
Properties=species:S:1:pos:R:3:forces:R:3:lowdin_charge:R:1
Pb 1.3191 0.0935 -0.7017 -0.6 0.2 -1.4 1.3727
O 2.9670 5.5021 2.7739 0.2 0.2 0.2 0.0853
C 1.9844 5.3621 1.8323 -0.1 0.0 0.0 -0.4730
O 1.5004 6.3277 1.3241 0.1 -0.1 0.1 0.1341
C 1.6047 3.9479 1.6433 -0.1 -0.4 0.0 -0.0638
C 1.4273 3.0702 2.7072 -0.1 0.2 -0.2 -0.0166
N 1.0993 1.8784 2.2052 -0.1 0.5 0.1 0.0309
N 1.1051 1.9197 0.8792 -0.1 0.1 -0.1 -0.0426
C 1.3986 3.1505 0.4917 0.2 0.2 0.0 -0.1092
C 1.6595 3.3942 -1.0074 0.0 0.2 0.2 -0.6479
O 1.8008 4.5374 -1.4025 0.0 0.5 0.2 0.0442
O 1.7434 2.3308 -1.6859 -0.1 -0.7 -0.1 -0.2025
H 3.2928 4.6348 3.0527 -0.1 0.1 -0.2 0.0989
H 1.4755 3.2421 3.7650 0.0 0.0 0.2 0.1342
H 1.0723 0.9757 2.6888 -0.1 0.3 0.0 0.0890
O 2.1471 -0.3341 3.3881 0.0 0.0 0.1 -0.3972
S 1.9578 -1.1287 2.1819 0.6 -0.4 1.1 0.0672
O 0.6469 -0.7880 1.5598 0.0 0.0 0.0 -0.5364
O 2.0399 -2.5749 2.4432 0.1 0.2 0.1 -0.4340
S 3.3979 -0.6847 0.8065 0.7 -0.1 0.7 0.2390
N 0.7053 -5.4694 0.5656 -0.2 -0.4 0.0 0.0460
C 2.0792 -5.0651 0.1657 0.7 0.4 -0.6 -0.1038
C 1.9387 -3.9176 -0.8535 0.1 -0.1 0.3 -0.1803
N 1.2001 -2.8388 -0.2770 0.1 0.0 -0.2 -0.1394
C -0.1203 -3.2290 0.1456 0.0 0.0 0.1 -0.1983
C -0.0144 -4.3248 1.2047 -0.5 0.8 0.2 -0.0945
H 0.7263 -6.2890 1.1798 -0.1 0.2 -0.3 0.1786
H 0.1833 -5.6894 -0.2943 0.1 -0.2 0.3 0.1798
H 2.6081 -5.9303 -0.2384 -0.1 -0.1 0.1 0.1236
H 2.5880 -4.6687 1.0466 -0.1 -0.2 0.1 0.1286
H 1.4241 -4.2625 -1.7588 0.1 0.0 0.0 0.1315
H 2.9291 -3.5534 -1.1267 0.1 -0.2 0.0 0.1255
H 1.7017 -2.4727 0.5228 0.1 -0.5 -0.4 -0.0342
H -0.7082 -3.5234 -0.7273 -0.2 0.0 0.0 0.1148
H -0.5865 -2.3520 0.5859 -0.2 -0.2 0.0 0.0973
H -0.9793 -4.6699 1.5739 0.0 -0.1 -0.1 0.1311
H 0.5986 -3.9198 2.0187 -0.1 -0.4 -0.1 0.1041
C -3.2635 4.1881 -0.9040 0.1 -0.1 0.1 -0.0538
C -2.8180 2.7735 -1.1442 0.0 0.0 -0.1 -0.2743
C -2.0626 2.4590 -2.2593 0.0 0.0 0.1 -0.0125
C -1.6264 1.1637 -2.5103 0.0 -0.1 0.0 -0.2209
C -0.7775 0.9380 -3.7278 0.0 -0.1 -0.1 -0.0412
C -1.9690 0.1397 -1.6225 0.1 0.0 0.0 -0.0835
C -2.7089 0.4491 -0.4750 -0.1 0.0 0.1 -0.2080
C -3.0150 -0.6018 0.5543 0.0 -0.1 0.0 -0.0363
C -3.1205 1.7547 -0.2522 0.0 0.0 -0.1 -0.0197
C -1.5034 -1.2897 -1.8927 0.2 -0.1 -0.2 -0.6879
O -2.3262 -2.2138 -1.9071 -0.6 -0.2 0.1 -0.0203
O -0.2630 -1.4393 -2.0849 -0.1 0.2 -0.2 -0.2085
H -3.2659 4.7528 -1.8353 0.0 0.1 0.0 0.0717
H -2.5817 4.6854 -0.2128 0.0 0.1 0.0 0.0814
H -4.2634 4.2165 -0.4717 0.0 0.0 0.0 0.0702
H -1.7761 3.2480 -2.9415 0.0 0.1 -0.1 0.1212
H -1.1804 1.4736 -4.5883 0.0 0.1 0.0 0.0796
H -0.6863 -0.1157 -3.9727 0.0 0.0 0.0 0.0709
H 0.2187 1.3284 -3.5171 0.1 0.0 -0.1 0.0674
H -3.2725 -1.5416 0.0709 0.0 0.0 0.0 0.0689
H -3.8349 -0.2881 1.2006 0.0 0.0 0.0 0.0725
H -2.1299 -0.7552 1.1760 0.0 -0.1 0.1 0.0706
H -3.6869 1.9937 0.6388 -0.1 -0.1 0.1 0.1101
```
Forces are in eV/Å.

Its net charge is -1. The gap between HOMO and LUMO comes out at 6.313 eV. The spin multiplicity is 1. The calculation puts the energy above the lowest of the compared OMol25 structures with the same formula, charge and spin at 62.9 kcal/mol. The LUMO energy is 1.30 eV.

***

> Among the records above, which one has the highest gap between HOMO and LUMO?

C19H25N3O3

***

> Which of these has the lowest gap between HOMO and LUMO?

C19H25N4O9PbS2

***

> The highest LUMO energy belongs to which entry?

C19H25N4O9PbS2

***

> gap between HOMO and LUMO of number 2 (C19H25N3O5S3)?

8.442 eV